126
Properties=species:S:1:pos:R:3 method="wB97M-V/def2-TZVPD" e_lumo_ev=0.44 gap_ev=8.643 smiles="COCCCCC[C@]1(Cl)[C@@H](OCCNC[C@@H](C)O)NC(=O)[C@@H]1C(F)(F)F.CN(C)C=O.CN(C)C=O.CN(C)C=O.CN(C)C=O.CN(C)C=O.CN(C)C=O" e_above_lowest_kcal_mol=223.3
C 2.78690 -0.94838 -3.18561
H -3.10303 5.27814 7.14336
C -7.70280 -4.03666 4.37845
H 4.94249 5.30721 -3.78017
C 0.73603 -2.70082 6.65307
H 5.77259 -4.51939 -5.37511
C -4.01025 -1.52206 0.17324
C 1.76319 2.07857 2.00854
C 1.60395 0.63612 -1.24822
H -4.53527 3.29185 7.85394
C 3.11056 -4.75849 -6.05911
O -0.84873 -3.33832 -1.37518
F 1.54896 1.51028 3.39171
H -0.19214 -2.85036 6.07746
H -1.32718 -1.83006 -3.45233
H 4.95548 -1.71850 -3.02179
C 3.60113 -3.62125 0.52720
C 0.52351 0.47493 0.00968
H -2.04339 2.52435 -0.91040
C 3.13347 7.91552 -3.77795
O 2.01904 8.37616 -3.56593
H -0.11878 3.95351 -2.96478
H 1.12316 4.32323 -4.18355
F 1.82347 3.57276 2.22516
H -0.35018 1.23235 1.91069
H -4.21478 -2.26503 1.08279
O 3.49601 -3.13536 -0.88762
H -4.84536 -5.31861 3.68875
H -2.36067 -0.21767 1.23349
H 4.05742 -2.77839 1.22489
N 1.09044 -1.37353 6.77055
F 3.04225 1.50772 1.52853
H -5.73792 -5.40916 5.23593
H 1.98438 5.78172 -2.55556
H -2.02022 -4.68575 -2.54448
H -6.84409 -2.37954 2.58536
C -5.31122 -4.73483 4.48810
H -4.46787 2.47872 6.26244
H 3.80454 8.35552 -4.53376
H 6.15464 -3.30640 -6.62407
H 2.88458 -0.18342 -4.08800
C -2.46026 -0.99540 0.35124
H -8.03367 -5.06084 4.18247
C -2.24196 -2.59285 -3.41827
H 2.44162 0.05414 7.51094
H -2.08229 3.34110 -6.44972
H -7.73538 -3.83947 5.45403
C 5.01448 6.34503 -3.44172
H 1.36637 1.60828 -1.89930
H -0.03332 0.36139 6.98005
C 4.09106 -1.78841 -0.89427
N 3.68586 6.82963 -3.13233
C -3.93610 2.64871 7.20324
O -1.94869 1.50028 5.59206
H 2.54292 -4.42789 -5.18431
N -4.24486 -2.31658 -1.09398
H 0.58169 -0.40200 -3.00139
H 4.63017 0.00642 -2.24134
H -3.04426 -3.77839 -0.03096
H -5.25940 -2.63581 -1.11710
H -2.43809 4.51060 -5.15247
C -5.98772 -2.96949 2.95110
H -1.36189 4.89983 7.19318
H -0.72154 0.99721 -1.76947
H 4.27418 -4.60054 0.56413
H -2.15604 -3.22935 -4.42461
H 3.47926 5.31470 -1.69205
C 0.05006 4.34543 -3.97209
C 0.29995 -0.31167 6.18458
H 4.55569 -1.80186 -6.88819
H -1.18964 4.88220 -6.37757
N 4.11468 -3.76316 -6.37317
H -4.08289 -4.55460 -1.40639
O 1.35724 -3.64577 7.12238
H 5.48107 6.94673 -4.22618
H -8.37053 -3.33944 3.86545
N -1.62344 1.95892 -0.13404
C 4.20455 -1.08791 -2.37278
H -0.31606 5.37416 -4.03317
H 2.42650 -4.85421 -6.90745
C -3.44958 -3.60189 -1.13994
H 5.62857 6.39493 -2.53770
H 5.65552 -4.94788 -7.10724
H -1.83043 -1.95465 0.68058
C -0.30629 2.16387 -4.99690
C 2.91364 6.15121 -2.11203
H 1.16684 -1.66086 -1.72697
H -4.54866 -4.10361 4.95375
H 2.71456 0.75091 -0.89511
O 0.53674 1.60406 -4.30769
H -3.23805 -1.98670 -3.50982
C 2.29141 -1.02910 7.50310
C 0.43969 1.65861 1.13943
O -4.85679 -2.79305 2.51640
H -0.57385 -0.71189 5.66358
H -0.82005 3.14930 5.95539
H -2.39931 4.47983 8.58040
C -2.35671 4.55724 7.48998
H 3.14907 -1.51645 7.03017
C 5.50922 -4.15179 -6.37127
H -3.76781 1.68461 7.69205
H -0.88740 1.61463 -5.75573
H -0.86322 -3.84887 -0.50987
C -0.39515 2.78882 0.29492
O -0.11129 4.06376 -0.00087
H 5.20353 -1.89674 -0.47730
C 3.71322 -2.47661 -6.66430
H 3.52116 -1.12497 -0.11537
H 0.92098 0.23999 5.47269
H 3.57716 -5.72554 -5.85143
C 1.47312 -0.65687 -2.24945
H 2.19973 -1.39575 8.52972
O 2.55445 -2.08171 -6.68374
Cl 0.92138 -1.02042 1.02862
N -2.65565 3.26190 6.91680
H 2.66686 6.86385 -1.31955
N -6.33870 -3.88904 3.91669
O -1.83113 -0.50355 -0.88420
C -1.76045 2.59468 6.10776
N -0.63630 3.50082 -4.92768
C -0.96530 0.66197 -0.64981
H 2.52408 -3.89061 0.92036
C -2.13300 -3.57766 -2.11410
C -1.64795 4.08840 -5.78037
H -4.75857 -0.61472 0.15595
H 2.59702 -2.00833 -3.70024